[1]
This record from OMol25 describes an isolated molecule of C41H64O14. The level of theory is ωB97M-V/def2-TZVPD.

Values from the calculation:
gap between HOMO and LUMO = 9.952 eV
ΔE to the lowest compared entry with this formula, charge and spin = 13.6 kcal/mol

```
119
Properties=species:S:1:pos:R:3:forces:R:3:lowdin_charge:R:1
C 2.127058 8.484051 2.402776 -0.192 -0.016 -0.264 -0.01
C 1.337923 9.035268 1.217321 -0.053 0.483 0.379 -0.29
O 1.187710 8.108372 0.131938 0.096 -0.010 -0.155 -0.06
C 0.289078 7.033013 0.315711 -0.582 -0.342 -0.417 -0.34
O 0.783056 6.092282 1.227558 -0.005 0.131 0.089 -0.05
C 1.498559 4.972165 0.725361 0.492 -0.247 -0.104 -0.20
C 2.113741 4.298943 1.969380 -0.548 0.364 0.107 -0.32
C 1.037055 3.786722 2.914294 0.404 0.157 -0.215 0.00
H 0.368132 4.599554 3.177110 -0.096 0.033 0.087 0.08
H 1.499592 3.385650 3.811021 -0.001 -0.047 0.126 0.09
H 0.473139 2.995215 2.428159 -0.112 -0.106 -0.064 0.09
O 2.921948 3.202698 1.607280 0.103 -0.255 -0.057 -0.03
C 4.001655 3.577247 0.783482 0.121 0.688 -0.261 -0.34
O 4.898602 2.520147 0.685161 0.069 -0.322 0.117 -0.04
C 4.379999 1.269155 0.237451 0.026 -0.325 -0.231 -0.21
C 4.851340 0.176797 1.207172 0.046 0.538 0.307 -0.29
C 4.409575 0.462469 2.635930 0.177 -0.169 -0.413 -0.01
H 4.881716 1.374458 2.986175 0.017 0.067 0.101 0.09
H 4.694686 -0.369063 3.273875 0.038 -0.067 0.106 0.08
H 3.330771 0.589207 2.672652 -0.137 0.023 0.025 0.08
H 5.950937 0.133725 1.164277 -0.114 0.003 -0.025 0.16
O 4.327291 -1.096128 0.836558 -0.153 0.062 0.079 -0.03
C 4.048341 -1.287498 -0.519633 0.451 -0.555 -0.509 -0.36
O 2.749912 -0.880540 -0.878746 -0.107 0.105 -0.035 -0.05
C 1.684707 -1.341410 -0.050358 -0.362 0.011 0.473 -0.31
C 1.552365 -2.863489 0.000425 0.268 0.303 -0.323 -0.08
H 0.737990 -3.092711 0.686325 -0.015 -0.017 0.128 0.12
H 2.461596 -3.297548 0.419289 -0.009 -0.107 0.094 0.12
C 1.294388 -3.460588 -1.386245 0.044 -0.169 0.108 -0.25
C 1.245311 -4.987652 -1.312441 -0.028 0.151 0.115 -0.13
C 0.010447 -5.466874 -0.561531 0.025 -0.113 -0.358 -0.13
H 0.065414 -5.142143 0.476425 -0.033 -0.008 0.133 0.11
H -0.021204 -6.557962 -0.556655 0.009 0.043 0.092 0.12
C -1.266914 -4.926290 -1.207909 0.047 -0.100 0.530 -0.19
H -1.322579 -5.338502 -2.224164 -0.032 0.007 -0.078 0.15
C -1.244001 -3.396793 -1.326646 -0.100 -0.142 -0.388 -0.19
C -2.542947 -2.952713 -1.999999 -0.099 0.114 0.483 -0.07
H -2.623241 -3.384187 -2.998790 0.010 -0.013 -0.105 0.12
C -3.746054 -3.371634 -1.157438 0.487 -0.200 -0.088 -0.31
O -4.942528 -2.810080 -1.645932 -0.370 0.110 -0.178 0.00
H -5.042208 -3.055625 -2.572587 -0.003 0.036 0.024 0.09
C -3.853492 -4.910962 -0.998003 -0.137 -0.061 -0.013 -0.30
C -4.300286 -5.562326 -2.306248 0.257 0.195 0.209 0.01
H -5.290274 -5.207387 -2.583019 -0.099 -0.034 -0.091 0.09
H -3.606983 -5.336190 -3.114501 0.044 0.005 -0.144 0.09
H -4.365593 -6.641815 -2.197426 -0.045 -0.022 -0.058 0.09
C -2.507174 -5.475306 -0.463634 0.145 0.585 -0.208 -0.39
C -2.545460 -5.180059 1.046662 -0.007 -0.093 -0.159 -0.07
H -1.932509 -4.314283 1.286971 0.102 0.018 0.051 0.11
H -2.138540 -6.043445 1.569593 0.134 0.047 0.036 0.13
C -4.012217 -4.929812 1.432366 -0.034 0.067 0.021 -0.10
H -4.327727 -5.580850 2.243874 -0.037 0.059 0.095 0.11
H -4.143320 -3.904288 1.777142 -0.034 -0.041 0.065 0.11
C -4.858161 -5.157567 0.168519 -0.031 0.177 -0.079 -0.18
C -5.528618 -6.487844 0.120894 -0.439 -0.185 -0.161 -0.14
C -6.659508 -6.804376 -0.520038 0.466 0.048 0.367 0.07
C -6.930852 -8.237366 -0.336824 -0.364 -0.003 -0.262 -0.48
O -7.833261 -8.902573 -0.765857 0.154 0.003 0.110 0.11
O -5.937042 -8.749133 0.434575 -0.150 -0.520 0.049 0.04
C -5.021545 -7.733266 0.784967 0.391 0.102 0.161 -0.11
H -4.017219 -7.998431 0.439882 -0.248 0.014 0.084 0.13
H -5.000430 -7.649023 1.876745 -0.024 0.054 -0.060 0.14
H -7.306254 -6.168964 -1.092527 -0.124 0.161 -0.116 0.13
H -5.645349 -4.402155 0.081785 0.051 -0.084 0.006 0.15
O -2.478108 -6.892609 -0.575641 -0.013 -0.318 -0.030 -0.01
H -2.341140 -7.129659 -1.499717 -0.017 0.010 -0.013 0.11
H -3.632741 -2.927812 -0.164083 0.060 -0.025 0.009 0.16
H -2.577155 -1.867511 -2.098860 -0.049 0.016 -0.069 0.13
H -1.237582 -2.976186 -0.317928 -0.014 0.013 0.111 0.14
C 0.025901 -2.882073 -2.052929 0.180 0.185 -0.139 -0.40
C 0.012427 -3.266518 -3.540842 -0.061 -0.013 0.279 -0.02
H -0.202186 -4.319203 -3.695095 -0.034 -0.142 -0.108 0.08
H -0.729791 -2.682398 -4.079298 -0.094 0.041 -0.103 0.09
H 0.983026 -3.055918 -3.984237 0.118 0.034 -0.052 0.09
C 0.133400 -1.344128 -2.010626 -0.116 -0.044 0.195 -0.12
C 0.400536 -0.753696 -0.629994 0.375 -0.090 -0.162 -0.11
H -0.424954 -0.952619 0.054303 -0.036 0.025 0.096 0.12
H 0.511379 0.327895 -0.722149 -0.045 0.066 0.087 0.12
H 0.972317 -1.057858 -2.647017 -0.031 0.021 -0.138 0.12
H -0.766501 -0.892723 -2.429866 0.006 0.025 -0.122 0.11
H 1.246456 -5.404059 -2.321008 0.035 -0.082 -0.049 0.12
H 2.141776 -5.354196 -0.807911 0.077 -0.028 -0.059 0.12
H 2.145592 -3.173726 -2.014173 -0.029 0.019 -0.039 0.15
H 1.850550 -0.966780 0.971233 -0.047 -0.035 -0.184 0.15
C 5.013867 -0.533429 -1.427024 -0.340 0.149 0.287 -0.03
H 4.797498 -0.772962 -2.465851 0.038 -0.074 -0.030 0.13
C 4.909084 0.981089 -1.191464 -0.525 0.027 0.045 -0.30
O 6.177280 1.558151 -1.373706 0.422 0.105 0.081 -0.01
H 6.258131 2.268876 -0.719667 -0.035 -0.019 -0.154 0.09
H 4.208050 1.418387 -1.919872 0.071 -0.080 0.141 0.15
H 6.032672 -0.847620 -1.199508 -0.002 -0.012 0.009 0.14
H 4.156344 -2.375087 -0.673013 -0.098 0.232 0.036 0.16
H 3.287834 1.289904 0.242116 0.092 -0.024 -0.027 0.16
C 3.465876 4.090110 -0.557849 0.027 0.083 0.473 -0.02
H 4.298398 4.361063 -1.206196 -0.009 -0.007 -0.065 0.14
H 2.864306 3.316090 -1.035688 0.001 -0.077 -0.042 0.13
C 2.606715 5.327972 -0.295679 -0.552 -0.227 -0.294 -0.31
O 3.437840 6.356545 0.170037 0.231 0.261 0.218 0.00
H 2.891453 7.157334 0.227918 0.076 -0.153 -0.102 0.07
H 2.134938 5.635281 -1.244812 0.062 -0.077 0.142 0.15
H 4.579649 4.385346 1.262724 -0.181 -0.181 -0.042 0.17
H 2.731231 5.060232 2.472758 -0.064 -0.063 -0.062 0.16
H 0.795323 4.277140 0.238123 0.081 0.001 0.070 0.17
C -1.097531 7.495409 0.773600 0.410 0.103 0.341 -0.02
H -1.593236 8.015296 -0.049577 0.008 -0.014 0.012 0.13
C -0.999256 8.437657 1.980534 0.386 0.071 -0.379 -0.33
O -2.252554 8.951842 2.340002 -0.371 0.182 0.065 0.00
H -2.445804 9.686959 1.740520 0.028 -0.098 0.013 0.10
C -0.031985 9.585744 1.632123 0.253 -0.475 0.272 -0.28
O -0.589707 10.387971 0.611338 -0.173 0.134 -0.295 0.00
H -0.382437 9.978396 -0.237799 -0.025 0.040 0.007 0.10
H 0.074837 10.244911 2.499395 0.050 -0.128 -0.056 0.16
H -0.630298 7.885496 2.848777 0.051 0.061 -0.059 0.16
H -1.690973 6.620701 1.035611 -0.032 0.004 -0.065 0.14
H 0.203292 6.587803 -0.687415 0.071 0.036 0.228 0.17
H 1.907972 9.853986 0.758165 -0.150 -0.083 0.152 0.16
H 1.641474 7.606715 2.818203 0.052 -0.022 0.106 0.08
H 2.198754 9.251256 3.169001 0.050 0.108 0.074 0.09
H 3.132110 8.209628 2.091846 0.083 -0.052 0.051 0.08
```
Positions in Å, forces in eV/Å.


[2]
This record from OMol25 describes an isolated molecule of C16H21N3O3S2. The level of theory is ωB97M-V/def2-TZVPD.

Values from the calculation:
structure (SMILES) = O=C(CCCSc1nc2sc3c(c2c(=O)[nH]1)CCC3)NCCCO
gap between HOMO and LUMO = 8.302 eV
ΔE to the lowest compared entry with this formula, charge and spin = 2.1 kcal/mol

```
45
Properties=species:S:1:pos:R:3:forces:R:3:lowdin_charge:R:1
O -1.310821 -0.723160 -0.846928 -0.160 -0.113 0.337 0.08
C -1.148659 -0.343344 -1.989863 0.299 -0.127 -0.489 -0.49
C -0.155145 -1.025052 -2.925487 0.064 -0.082 0.013 -0.11
C 0.635277 -0.147136 -3.895258 -0.072 0.005 0.173 -0.26
C 1.486270 0.912474 -3.208102 0.288 -0.343 0.153 -0.44
S 2.770535 0.145256 -2.135149 0.018 0.227 -0.287 0.99
C 1.874565 -0.058083 -0.633476 0.142 -0.142 -0.026 -0.66
N 1.906221 -1.195488 -0.028723 0.348 -0.183 -0.649 0.07
C 1.183468 -1.276657 1.101654 -0.425 0.588 0.581 -0.52
S 1.077808 -2.739520 2.022884 -0.159 0.361 0.044 1.12
C -0.018095 -1.966255 3.113495 0.024 0.342 -0.344 -0.49
C -0.281777 -0.671496 2.794436 -0.047 -0.563 0.242 -0.21
C 0.405191 -0.244104 1.637849 0.479 -0.458 -0.299 -0.11
C 0.380080 1.015288 0.953171 0.266 -0.320 -0.182 -0.38
O -0.253349 2.022526 1.235084 -0.257 0.364 0.279 0.05
N 1.215066 1.028685 -0.160798 -0.108 0.137 0.114 0.16
C -1.217133 -0.052155 3.777416 -0.056 0.156 0.048 -0.11
C -1.728527 -1.272110 4.577392 -0.013 0.036 0.017 -0.16
C -0.717652 -2.419560 4.346886 0.046 -0.181 0.179 -0.17
N -1.894903 0.633857 -2.544286 -0.152 0.269 -0.315 0.08
C -3.066850 1.189771 -1.900730 -0.068 0.111 0.439 -0.17
C -2.788541 2.346418 -0.934246 0.168 -0.070 -0.318 -0.15
C -1.870084 3.432223 -1.505855 -0.489 0.107 0.104 -0.25
O -0.508747 3.146364 -1.293044 0.477 -0.095 0.330 -0.11
H 0.531884 -1.600158 -2.301896 -0.109 0.025 -0.020 0.10
H -0.739714 -1.747513 -3.503640 0.022 -0.018 0.042 0.13
H -0.031071 0.353698 -4.603788 -0.002 -0.012 -0.101 0.10
H 1.292244 -0.798445 -4.476334 -0.085 0.042 -0.071 0.11
H 0.876098 1.600512 -2.624593 0.006 0.109 -0.080 0.05
H 2.052786 1.480856 -3.944919 -0.027 0.087 0.058 0.08
H 1.239618 1.897249 -0.685399 0.024 -0.202 0.082 0.13
H -2.022512 0.492932 3.287311 -0.016 0.075 0.059 0.12
H -0.677399 0.652761 4.414573 -0.059 0.072 0.010 0.12
H -1.842398 -1.042796 5.635161 -0.078 -0.029 0.020 0.10
H -2.702158 -1.571301 4.189643 -0.016 -0.005 0.020 0.11
H -1.208267 -3.385175 4.224200 -0.011 -0.032 0.076 0.11
H -0.011016 -2.506982 5.177153 -0.031 -0.060 0.040 0.11
H -1.657796 0.982568 -3.456845 0.042 -0.160 0.024 0.13
H -3.744746 1.524539 -2.690485 0.023 -0.063 0.041 0.12
H -3.544134 0.380511 -1.340033 -0.051 0.074 -0.159 0.12
H -2.324856 1.954559 -0.026830 -0.081 0.041 0.027 0.10
H -3.748460 2.785165 -0.659250 -0.056 0.022 0.060 0.11
H -2.001347 3.534040 -2.587449 -0.077 0.063 0.031 0.12
H -2.116767 4.396946 -1.040437 -0.024 -0.065 -0.156 0.12
H -0.421252 2.983290 -0.329461 -0.005 0.011 -0.146 0.05
```
Positions in Å, forces in eV/Å.


[3]
This record from OMol25 describes an isolated molecule of C8H12O2 at a distorted geometry. The level of theory is ωB97M-V/def2-TZVPD.

Values from the calculation:
structure (SMILES) = C=C(C=O)C(C)(C)C(C)=O
gap between HOMO and LUMO = 9.744 eV
ΔE to the lowest compared entry with this formula, charge and spin = 22.4 kcal/mol

```
22
Properties=species:S:1:pos:R:3:forces:R:3:lowdin_charge:R:1
C 2.252709 0.303238 -0.211526 -0.147 -0.282 0.213 0.12
C 1.249725 -0.151233 0.533859 0.936 -0.884 1.142 -0.21
C 1.642498 -0.973196 1.789261 -0.169 0.524 -0.965 -0.20
O 2.778518 -1.154654 2.140886 -0.108 0.056 -0.002 0.05
C -0.204392 -0.081111 0.188952 -0.365 1.390 -0.820 -0.46
C -0.586877 -1.344914 -0.583996 -0.037 0.190 0.008 -0.04
C -1.118506 0.088801 1.412280 0.130 0.031 -0.028 -0.04
C -0.437459 1.279946 -0.642340 -0.168 -0.886 0.440 -0.40
C -1.262179 1.213516 -1.902516 0.063 0.149 0.022 0.00
O -0.022154 2.327619 -0.221360 0.066 -0.148 0.083 0.10
H 2.111983 0.841841 -1.132921 -0.106 0.180 -0.115 0.08
H 3.267905 0.098045 0.091283 0.113 0.029 0.098 0.08
H 0.806161 -1.429228 2.354868 0.073 0.082 -0.057 0.12
H -1.644278 -1.344434 -0.837529 -0.115 -0.055 -0.051 0.08
H 0.003701 -1.446664 -1.491461 0.014 -0.014 -0.091 0.09
H -0.395083 -2.221013 0.034013 0.018 -0.078 0.053 0.09
H -0.715110 0.837786 2.089580 -0.016 0.093 0.036 0.10
H -2.104931 0.420039 1.089595 -0.107 -0.031 0.033 0.09
H -1.238809 -0.846733 1.953242 -0.059 -0.073 0.035 0.08
H -2.211792 0.715619 -1.720466 -0.061 -0.125 -0.007 0.08
H -1.449297 2.218855 -2.274289 0.058 -0.006 0.066 0.09
H -0.722334 0.647873 -2.659416 -0.014 -0.143 -0.090 0.09
```
Positions in Å, forces in eV/Å.


[4]
This record from OMol25 describes a cluster of 2 separate species, C4H13N2O in total at a distorted geometry. The level of theory is ωB97M-V/def2-TZVPD.

Values from the calculation:
net charge = +1
gap between HOMO and LUMO = 9.272 eV
ΔE to the lowest compared entry with this formula, charge and spin = 49.2 kcal/mol

```
20
Properties=species:S:1:pos:R:3:forces:R:3:lowdin_charge:R:1
C -1.240398 -1.667766 1.978401 1.066 -0.171 -0.782 -0.23
C -1.333663 -0.595545 0.862928 -0.229 1.289 0.332 -0.17
C -0.038262 -0.112075 0.286353 0.398 0.256 -0.265 -0.08
C 0.092745 1.081910 -0.266131 -0.060 -0.221 0.328 -0.10
N 1.372917 1.456297 -0.911255 -0.446 0.089 -0.118 0.17
N 0.154168 -1.904818 2.373224 0.069 0.332 -0.086 -0.01
H -1.659447 -2.576411 1.562991 -0.151 -0.263 0.337 0.11
H -1.777549 -1.342556 2.850140 -0.701 0.029 0.112 0.10
H -1.814262 0.289466 1.299138 0.081 -0.007 -0.003 0.12
H -1.996293 -0.791631 0.014841 0.036 -0.716 0.181 0.12
H 0.857455 -0.731831 0.288371 -0.332 -0.320 0.178 0.12
H -0.666814 1.840746 -0.330596 -0.079 0.129 -0.081 0.13
H 2.166155 1.092848 -0.392898 0.166 -0.321 -0.112 0.17
H 1.322704 1.150062 -1.909556 0.296 0.377 0.233 0.11
H 1.480414 2.468375 -0.931121 -0.003 0.092 -0.019 0.16
H 0.391848 -1.439869 3.243959 -0.088 -0.271 -0.177 0.08
H 0.393380 -2.879104 2.436583 -0.046 -0.129 0.129 0.07
H 0.667636 0.680610 -4.037686 -0.115 0.162 -0.327 0.08
H 0.562599 2.240357 -4.045765 0.026 -0.104 -0.222 0.08
O 0.542872 1.459006 -3.485213 0.112 -0.231 0.361 -0.03
```
Positions in Å, forces in eV/Å.


- Among the records above, which one has the highest ΔE to the lowest compared entry with this formula, charge and spin?
  C4H13N2O


- What is the ΔE to the lowest compared entry with this formula, charge and spin in the second record?
  2.1 kcal/mol


- Look up the ΔE to the lowest compared entry with this formula, charge and spin of the third one.
  22.4 kcal/mol


- Which of these has the lowest gap between HOMO and LUMO?
  C16H21N3O3S2